Here is a structure of composition C26H44Cl2NdO2P2 from the OMol25 dataset. Energies are from ωB97M-V with the def2-TZVPD basis set.

Geometry (Å):
Nd  1.344  -1.321  0.812
C  -0.934  -0.299  0.898
C  -0.919  -1.103  -0.309
C  -0.683  -2.502  1.529
C  -0.802  -1.157  2.040
C  -0.808  -2.470  0.098
C  -1.178  1.151  1.070
H  -0.829  1.733  0.212
H  -0.622  1.525  1.933
H  -2.237  1.376  1.270
C  -1.011  -0.776  3.470
H  -2.089  -0.529  3.623
H  -0.453  0.122  3.774
H  -0.756  -1.608  4.143
C  -0.306  -3.733  2.266
H  -0.872  -3.790  3.203
H  0.779  -3.829  2.497
H  -0.571  -4.621  1.678
C  -0.862  -3.690  -0.778
H  -1.368  -4.506  -0.218
H  0.160  -4.006  -1.111
H  -1.455  -3.515  -1.701
C  -0.830  -0.557  -1.705
H  -1.423  -1.135  -2.442
H  0.217  -0.608  -2.067
H  -1.130  0.500  -1.780
C  1.560  3.384  -2.201
C  0.262  3.117  -2.464
C  -0.271  2.667  -3.797
C  0.821  2.445  -4.913
C  1.418  1.076  -5.010
C  2.029  0.419  -3.999
C  2.165  0.946  -2.548
C  2.693  2.389  -2.401
H  -0.971  3.459  -4.146
H  1.655  3.153  -4.761
H  -0.966  1.805  -3.657
H  3.421  2.694  -3.184
H  1.889  4.389  -1.879
H  -0.542  3.362  -1.754
H  3.244  2.439  -1.431
H  1.184  0.979  -2.056
H  2.247  -0.663  -4.038
H  2.808  0.296  -1.915
H  0.329  2.637  -5.889
H  1.291  0.562  -5.988
P  4.908  -0.686  -3.022
P  4.502  -3.583  -1.623
C  6.266  -1.946  -3.296
C  6.209  -3.148  -2.322
H  7.227  -1.422  -3.199
H  6.189  -2.277  -4.348
H  6.649  -4.028  -2.831
H  6.826  -2.936  -1.427
C  4.894  -5.357  -1.200
H  3.936  -5.880  -1.043
H  5.511  -5.379  -0.285
H  5.436  -5.862  -2.021
C  3.614  -4.026  -3.184
H  4.252  -4.544  -3.915
H  3.169  -3.137  -3.646
H  2.812  -4.723  -2.901
C  5.722  0.639  -2.017
H  5.017  0.994  -1.251
H  5.999  1.485  -2.662
H  6.617  0.247  -1.517
C  5.119  0.164  -4.675
H  6.181  0.502  -4.851
H  4.427  1.039  -4.636
H  4.800  -0.457  -5.558
Cl  0.879  3.943  1.197
C  2.026  2.956  2.161
Cl  1.279  2.377  3.675
C  2.455  1.808  1.267
O  3.485  1.968  0.609
O  1.667  0.767  1.262
H  2.914  3.548  2.398

Total charge: +1
Gap between HOMO and LUMO (alpha / beta), eV: 6.090 / 6.203
Multiplicity: 4
Largest force on an atom, Eh/bohr: 0.0504

=====

Here is a structure of composition C26H44CuN4SSbSi3 from the OMol25 dataset. Energies are from ωB97M-V with the def2-TZVPD basis set.

Geometry (Å):
Cu  0.136  0.141  0.156
C  -0.917  -2.908  3.488
Sb  0.249  -1.958  1.913
C  -1.331  -0.852  0.883
C  -2.138  -0.057  1.814
C  -2.133  1.346  1.793
C  -2.941  2.058  2.652
C  -3.771  1.362  3.522
C  -3.727  -0.020  3.472
N  -2.949  -0.710  2.660
Si  -2.431  -2.037  -0.086
C  -1.315  -3.074  -1.249
C  -3.553  -0.900  -1.154
C  -3.637  -3.273  0.751
C  1.635  -0.476  3.149
C  1.810  0.880  2.582
C  2.699  1.770  3.210
C  2.844  3.064  2.776
C  2.091  3.493  1.689
C  1.284  2.563  1.080
N  1.162  1.297  1.487
Si  1.096  -0.289  4.995
C  -0.650  0.465  5.056
C  2.082  0.915  6.128
C  1.250  -1.898  6.014
Si  3.306  -1.408  2.889
C  3.676  -1.384  1.012
C  3.248  -3.232  3.442
C  4.852  -0.657  3.731
H  -1.769  -3.356  2.989
H  -1.272  -2.218  4.239
H  -0.332  -3.696  3.954
H  -1.501  1.849  1.070
H  -2.947  3.141  2.631
H  -4.423  1.876  4.210
H  -4.360  -0.620  4.115
H  -0.584  -2.433  -1.724
H  -1.887  -3.565  -2.030
H  -0.785  -3.838  -0.688
H  -2.964  -0.169  -1.699
H  -4.232  -0.355  -0.505
H  -4.153  -1.453  -1.870
H  -3.116  -4.129  1.167
H  -4.378  -3.650  0.052
H  -4.164  -2.779  1.559
H  3.265  1.415  4.049
H  3.542  3.728  3.266
H  2.160  4.503  1.315
H  0.706  2.834  0.206
H  -0.668  1.419  4.538
H  -0.962  0.640  6.081
H  -1.392  -0.167  4.588
H  1.921  1.952  5.859
H  3.150  0.727  6.132
H  1.738  0.792  7.151
H  0.893  -2.777  5.497
H  0.674  -1.798  6.928
H  2.282  -2.068  6.300
H  3.014  -2.068  0.490
H  4.696  -1.680  0.796
H  3.523  -0.395  0.592
H  2.433  -3.765  2.962
H  3.125  -3.325  4.512
H  4.174  -3.730  3.175
H  5.137  0.288  3.284
H  5.693  -1.332  3.619
H  4.710  -0.498  4.793
C  2.177  -2.106  -2.724
N  1.113  -1.365  -3.329
C  0.351  -1.759  -4.399
C  -0.586  -0.809  -4.613
N  -0.391  0.166  -3.668
C  0.651  -0.176  -2.869
S  1.343  0.756  -1.669
H  2.319  -3.034  -3.273
H  1.923  -2.330  -1.682
H  3.097  -1.520  -2.738
H  0.540  -2.675  -4.919
H  -1.350  -0.743  -5.356
H  -0.965  0.979  -3.522

Gap between HOMO and LUMO, eV: 7.318
Largest force on an atom, Eh/bohr: 0.0252

=====

Here is a cluster of 6 separate species, C26H44F5NO12 in total from the OMol25 dataset. Energies are from ωB97M-V with the def2-TZVPD basis set.

Geometry (Å):
C  4.580  2.190  1.948
C  4.485  1.830  0.815
C  4.200  1.377  -0.537
O  3.084  0.475  -0.592
C  3.205  -0.647  0.141
O  2.337  -0.994  0.870
N  4.405  -1.421  -0.105
F  4.034  -2.684  -0.520
C  5.379  -1.492  0.989
F  5.682  -2.794  1.164
F  4.891  -1.046  2.168
C  6.720  -0.726  0.704
F  6.831  -0.379  -0.598
F  7.755  -1.555  0.992
H  4.706  2.420  2.978
H  5.077  0.983  -1.040
H  3.889  2.252  -1.099
H  6.799  0.133  1.368
O  1.780  5.879  -0.220
C  1.023  5.352  -0.989
O  -0.027  4.668  -0.509
C  -1.077  4.162  -1.348
C  -0.731  2.808  -1.920
C  1.274  5.369  -2.481
H  -1.336  4.881  -2.123
H  -1.948  4.078  -0.701
H  0.149  2.858  -2.564
H  -1.559  2.421  -2.498
H  -0.501  2.105  -1.117
H  1.948  4.551  -2.734
H  1.753  6.312  -2.731
H  0.373  5.290  -3.084
O  -3.097  3.405  -3.642
C  -3.861  2.894  -4.420
O  -4.916  2.225  -3.940
C  -5.983  1.741  -4.766
C  -5.656  0.386  -5.359
C  -3.606  2.914  -5.908
H  -6.247  2.477  -5.528
H  -6.842  1.663  -4.101
H  -4.793  0.430  -6.015
H  -6.507  0.010  -5.929
H  -5.425  -0.314  -4.567
H  -2.945  2.086  -6.159
H  -3.112  3.851  -6.154
H  -4.507  2.852  -6.513
O  5.289  2.114  6.651
C  4.283  1.484  6.465
O  3.112  2.137  6.370
C  1.908  1.484  5.945
C  1.185  0.796  7.080
C  4.289  -0.028  6.412
H  2.118  0.797  5.127
H  1.284  2.278  5.537
H  1.785  -0.001  7.516
H  0.257  0.365  6.722
H  0.960  1.508  7.876
H  4.225  -0.413  7.429
H  5.232  -0.347  5.973
H  3.487  -0.459  5.816
O  0.871  -1.392  5.338
C  0.084  -1.906  4.588
O  -0.904  -2.660  5.100
C  -1.990  -3.155  4.313
C  -1.642  -4.463  3.633
C  0.252  -1.783  3.095
H  -2.330  -2.399  3.604
H  -2.804  -3.311  5.019
H  -0.819  -4.343  2.929
H  -2.506  -4.851  3.092
H  -1.332  -5.200  4.373
H  0.950  -2.546  2.756
H  0.676  -0.805  2.885
H  -0.672  -1.859  2.526
O  -4.014  -1.840  -5.580
C  -3.952  -2.811  -4.877
O  -3.151  -2.773  -3.797
C  -3.139  -3.788  -2.791
C  -2.216  -4.933  -3.154
C  -4.682  -4.088  -5.218
H  -4.153  -4.128  -2.572
H  -2.776  -3.292  -1.893
H  -2.545  -5.443  -4.059
H  -2.177  -5.661  -2.343
H  -1.210  -4.558  -3.339
H  -4.069  -4.668  -5.907
H  -5.613  -3.824  -5.713
H  -4.934  -4.702  -4.357

Gap between HOMO and LUMO, eV: 9.825
Largest force on an atom, Eh/bohr: 0.0284

=====

Here is a structure of composition C26H44MnN3O6Sb from the OMol25 dataset. Energies are from ωB97M-V with the def2-TZVPD basis set.

Geometry (Å):
Mn  1.682  -0.130  0.640
O  5.276  -3.344  -2.811
C  4.451  -2.591  -2.091
C  3.523  -1.703  -2.658
C  2.737  -0.972  -1.803
N  2.866  -1.097  -0.491
C  3.695  -1.971  0.074
C  4.519  -2.747  -0.696
C  3.481  -2.017  1.569
O  3.984  -2.828  2.287
O  2.606  -1.078  1.946
C  1.588  -0.055  -2.151
O  1.183  0.097  -3.269
O  1.068  0.497  -1.057
H  5.183  -3.190  -3.761
H  3.405  -1.587  -3.729
H  5.200  -3.457  -0.245
C  0.602  -5.020  1.628
N  0.488  -3.554  1.703
C  0.430  -2.982  3.054
C  0.433  -2.823  0.618
C  0.470  -3.494  -0.725
O  0.329  -1.549  0.663
H  0.731  -5.398  2.636
H  1.467  -5.312  1.036
H  -0.298  -5.460  1.201
H  -0.503  -3.285  3.529
H  0.496  -1.905  3.008
H  1.273  -3.361  3.627
H  -0.323  -4.238  -0.816
H  1.419  -4.015  -0.870
H  0.345  -2.743  -1.501
C  -2.330  -0.029  2.393
C  -3.136  0.040  1.100
C  -3.465  -1.363  0.599
C  -4.386  0.897  1.271
Sb  -1.848  0.917  -0.469
C  -1.408  3.015  -0.010
C  -2.675  3.837  -0.253
C  -0.984  3.084  1.455
C  -0.271  3.506  -0.904
C  -2.709  0.704  -2.479
C  -4.210  0.949  -2.348
C  -2.393  -0.720  -2.925
C  -2.044  1.726  -3.389
H  -2.843  -0.704  3.086
H  -2.253  0.938  2.885
H  -1.327  -0.429  2.236
H  -4.066  -1.877  1.357
H  -2.562  -1.956  0.432
H  -4.049  -1.352  -0.322
H  -5.031  0.419  2.018
H  -4.969  0.991  0.357
H  -4.152  1.893  1.645
H  -3.529  3.488  0.326
H  -2.955  3.854  -1.306
H  -2.483  4.873  0.045
H  -1.814  2.909  2.137
H  -0.597  4.087  1.664
H  -0.186  2.375  1.698
H  -0.520  3.469  -1.961
H  0.648  2.942  -0.757
H  -0.074  4.554  -0.650
H  -4.708  0.183  -1.755
H  -4.648  0.916  -3.351
H  -4.442  1.931  -1.930
H  -2.770  -1.471  -2.229
H  -1.321  -0.862  -3.069
H  -2.879  -0.896  -3.891
H  -2.295  2.750  -3.117
H  -2.420  1.561  -4.405
H  -0.962  1.603  -3.423
C  4.231  3.945  2.833
C  4.424  3.413  1.406
C  3.531  2.289  1.117
N  2.832  1.411  0.891
H  4.871  4.813  2.967
H  4.508  3.194  3.570
H  3.199  4.246  3.005
H  5.446  3.067  1.246
H  4.220  4.182  0.659

Total charge: +2
Gap between HOMO and LUMO (alpha / beta), eV: 7.052 / 7.437
Multiplicity: 4
Largest force on an atom, Eh/bohr: 0.0254

=====

Here is a cluster of 5 separate species, C26H44N3O11PS in total from the OMol25 dataset. Energies are from ωB97M-V with the def2-TZVPD basis set.

Geometry (Å):
O  4.349  -1.549  4.538
N  3.576  -0.895  3.920
O  3.079  -1.610  2.838
C  3.935  -1.248  1.711
C  3.149  -0.627  0.453
C  3.792  -1.441  -0.817
O  4.973  -1.803  -1.012
N  2.766  -1.768  -1.839
C  1.553  -0.975  -1.429
P  1.854  0.685  -2.297
S  0.189  1.504  -2.970
C  1.621  -1.026  0.194
C  0.445  -0.288  0.970
C  0.557  0.364  2.377
C  -0.732  0.987  2.961
N  -2.025  1.040  2.368
C  -2.090  0.474  1.061
C  -0.959  -0.206  0.263
H  4.583  -2.152  1.465
H  4.659  -0.428  2.086
H  3.508  0.436  0.213
H  2.559  -2.767  -1.984
H  0.600  -1.429  -1.869
H  2.535  1.620  -1.444
H  2.698  0.502  -3.462
H  1.579  -2.152  0.383
H  1.548  0.373  2.938
H  -0.636  1.443  4.029
H  -3.113  0.529  0.534
H  -1.124  -0.638  -0.785
O  -0.987  2.074  6.452
C  -0.895  3.279  6.341
O  -0.687  3.839  5.136
C  -0.774  5.247  4.869
C  0.544  5.936  5.155
C  -0.917  4.164  7.556
H  -1.610  5.700  5.408
H  -1.005  5.343  3.805
H  0.820  5.856  6.209
H  0.491  6.995  4.891
H  1.350  5.471  4.581
H  0.091  4.230  7.971
H  -1.579  3.715  8.300
H  -1.304  5.163  7.368
O  -0.168  7.068  -0.631
C  -0.850  6.855  -1.607
O  -1.022  5.598  -2.052
C  -1.970  5.222  -3.062
C  -1.379  5.383  -4.447
C  -1.438  7.992  -2.396
H  -2.912  5.764  -2.941
H  -2.199  4.167  -2.890
H  -1.125  6.424  -4.658
H  -2.081  5.036  -5.209
H  -0.453  4.808  -4.535
H  -0.701  8.348  -3.118
H  -1.682  8.803  -1.706
H  -2.365  7.740  -2.908
O  2.038  -4.805  -2.360
C  1.740  -5.355  -3.399
O  2.694  -5.846  -4.203
C  2.441  -6.690  -5.337
C  2.151  -5.864  -6.573
C  0.307  -5.412  -3.847
H  1.652  -7.414  -5.121
H  3.354  -7.268  -5.497
H  1.249  -5.261  -6.452
H  2.021  -6.509  -7.446
H  2.972  -5.170  -6.769
H  0.061  -4.493  -4.384
H  -0.330  -5.489  -2.963
H  0.072  -6.275  -4.467
O  -2.883  -5.348  -1.777
C  -2.911  -5.034  -0.607
O  -4.080  -4.988  0.054
C  -4.197  -4.834  1.477
C  -4.186  -3.370  1.867
C  -1.658  -4.598  0.101
H  -3.433  -5.415  2.000
H  -5.159  -5.272  1.753
H  -3.242  -2.889  1.599
H  -4.338  -3.257  2.943
H  -4.977  -2.830  1.341
H  -1.498  -3.532  -0.073
H  -0.814  -5.157  -0.310
H  -1.663  -4.800  1.171

Gap between HOMO and LUMO, eV: 7.987
Largest force on an atom, Eh/bohr: 0.0955
Energy relative to the best compared isomer or geometry (same formula, charge and spin), kJ/mol: 310.3